1.
This record from the Open Molecules 2025 dataset describes an isolated molecule of C2H3NO3. The level of theory is ωB97M-V with the def2-TZVPD basis set.

Last column: Mulliken charge in e.
Positions of all 9 atoms, in Å:
O 0.280 0.277 0.526  -0.09
O 2.429 -0.368 0.403  -0.48
O -2.399 0.524 -0.360  -0.43
N -0.313 -0.564 -0.324  -0.26
C -1.682 -0.267 -0.873  0.09
C 1.609 0.428 0.717  0.29
H 1.438 1.380 1.485  0.24
H 0.501 -0.970 -1.111  0.29
H -1.796 -0.890 -1.712  0.35

## Properties
Energy above the lowest of the compared OMol25 structures with the same formula, charge and spin: 99.6 kcal per mole
Gap between HOMO and LUMO: 10.366 eV
Energy: -358.37095 a.u.
LUMO energy: 0.63 eV
Structure (SMILES): O=CNOC=O


2.
This record from the Open Molecules 2025 dataset describes a cluster of 4 separate species, CH11N3O3 in total. The level of theory is ωB97M-V with the def2-TZVPD basis set.

Last column: Mulliken charge in e.
Positions of all 18 atoms, in Å:
O -3.805 0.976 -0.735  -0.66
O 0.827 0.612 -2.042  -0.74
O 2.883 0.834 -0.244  -0.65
N 0.369 -1.965 0.920  -0.50
N -0.880 -0.287 0.055  -0.95
N 0.475 0.152 1.921  -0.47
C -0.046 -0.662 0.969  0.74
H 3.573 0.205 -0.543  0.30
H 1.194 -2.143 1.455  0.17
H 0.909 1.033 1.735  0.23
H -4.321 0.613 -1.459  0.31
H -3.142 0.328 -0.507  0.35
H -0.019 -2.532 0.195  0.23
H -1.076 0.697 -0.038  0.38
H 2.198 0.773 -0.943  0.38
H 1.011 -0.330 2.626  0.20
H 0.511 0.344 -2.907  0.29
H 0.156 0.486 -1.339  0.39

## Properties
Energy above the lowest of the compared OMol25 structures with the same formula, charge and spin: 17.5 kcal per mole
Gap between HOMO and LUMO: 9.959 eV
Energy: -434.69286 a.u.
LUMO energy: 0.67 eV
Structure (SMILES): N=C(N)N.O.O.O


3.
This record from the Open Molecules 2025 dataset describes an isolated molecule of C3H5ClS. The level of theory is ωB97M-V with the def2-TZVPD basis set.

Last column: Mulliken charge in e.
Positions of all 10 atoms, in Å:
Cl -0.970 -1.102 -1.518  -0.14
S 1.384 -0.220 0.480  -0.08
C -1.081 -1.140 0.178  -0.13
C 0.863 1.161 -0.520  -0.88
C -0.131 -0.787 1.037  -0.35
H -2.088 -1.574 0.525  0.29
H 1.685 1.939 -0.527  0.29
H 0.678 0.873 -1.588  0.29
H -0.073 1.617 -0.178  0.34
H -0.267 -0.767 2.109  0.37

## Properties
Energy above the lowest of the compared OMol25 structures with the same formula, charge and spin: 6.8 kcal per mole
Gap between HOMO and LUMO: 9.458 eV
Energy: -975.64594 a.u.
LUMO energy: 0.82 eV
Structure (SMILES): CS/C=C\Cl


4.
This record from the Open Molecules 2025 dataset describes an isolated molecule of C14H19N3O2S. The level of theory is ωB97M-V with the def2-TZVPD basis set.

Last column: Mulliken charge in e.
Positions of all 39 atoms, in Å:
S -3.039 2.130 -0.885  -0.57
O 0.124 0.076 2.206  -0.75
O 3.576 -2.660 -2.395  -0.35
N -3.683 2.623 1.609  -0.16
N -0.615 1.204 0.421  -0.15
N -1.533 1.846 1.249  -0.26
C 5.009 -4.394 -3.168  -0.59
C 4.206 -3.860 -1.986  -0.59
C -3.505 2.803 3.036  -0.42
C 1.660 -1.651 0.568  -0.89
C 1.341 -0.085 -1.222  -0.48
C 2.772 -2.006 -1.528  0.82
C -4.785 3.275 3.651  -0.13
C 2.185 -0.831 -2.012  -0.70
C -4.889 4.337 4.426  -0.80
C 4.102 -4.844 -4.307  -1.13
C 0.167 0.247 0.995  0.27
C 1.061 -0.491 0.084  0.51
C -2.745 2.183 0.750  0.35
C 2.503 -2.408 -0.221  -0.31
H 1.449 -1.951 1.583  0.39
H 3.462 -5.662 -3.985  0.31
H -4.034 4.947 4.669  0.24
H 3.474 -4.018 -4.629  0.29
H -1.395 1.542 2.212  0.37
H 0.921 0.825 -1.620  0.40
H 5.673 -3.602 -3.518  0.28
H -4.513 3.009 1.185  0.28
H 4.872 -3.662 -1.135  0.41
H 3.451 -4.598 -1.681  0.41
H -2.699 3.520 3.236  0.28
H 4.695 -5.181 -5.153  0.35
H 2.415 -0.527 -3.021  0.42
H 5.620 -5.229 -2.822  0.37
H -0.913 1.220 -0.553  0.28
H -3.227 1.838 3.485  0.26
H -5.652 2.671 3.417  0.33
H -5.828 4.636 4.857  0.27
H 2.945 -3.302 0.188  0.37

## Properties
Energy above the lowest of the compared OMol25 structures with the same formula, charge and spin: 32.1 kcal per mole
Gap between HOMO and LUMO: 9.166 eV
Energy: -1257.79028 a.u.
LUMO energy: 0.77 eV
Structure (SMILES): C=CCNC(=S)NNC(=O)c1ccc(OCCC)cc1


5.
This record from the Open Molecules 2025 dataset describes a structure of composition C26H26F6N6O4S3Tm. The level of theory is ωB97M-V with the def2-TZVPD basis set.

Last column: Mulliken spin population.
Positions of all 72 atoms, in Å:
Tm 0.341 0.243 0.435  2.03
S -1.967 -1.446 1.100  0.00
S 1.515 1.077 3.938  0.00
S 2.338 1.910 1.545  0.00
F -0.626 -0.368 3.495  0.00
F 0.443 -1.245 5.155  0.00
F 1.204 -1.397 3.139  0.00
F 4.685 0.509 2.318  0.00
F 2.989 -0.563 1.477  0.00
F 4.240 0.680 0.236  0.00
O 0.814 2.003 4.739  0.00
O 2.813 3.120 2.085  0.00
O 1.906 1.835 0.167  0.00
O 2.888 0.793 4.133  0.00
N 2.194 -1.041 -1.165  0.00
N 0.042 -3.161 1.456  0.00
N -0.560 -1.538 -6.974  0.00
N 1.219 1.170 2.362  -0.01
N 0.834 -2.469 0.598  0.00
N -1.798 -3.415 2.812  0.00
C 2.409 -4.384 0.520  0.00
C 0.589 -0.577 4.031  0.00
C -0.271 3.783 0.379  0.00
C 3.707 0.606 1.457  0.00
C -2.301 1.884 0.676  0.00
C -0.590 3.283 1.638  0.00
C -0.875 -1.155 -2.230  0.00
C -2.045 2.425 -0.592  0.00
C -1.194 -2.739 1.827  0.00
C 4.024 -0.711 -2.667  0.00
C 2.728 -2.216 -0.781  0.00
C 4.618 -1.880 -2.221  0.00
C -0.563 -1.137 -5.900  0.00
C 1.924 -3.010 0.162  0.00
C -2.950 2.094 -1.742  0.00
C 3.962 -2.649 -1.272  0.00
C -0.965 -1.549 -3.551  0.00
C -0.082 0.583 -4.214  0.00
C 0.782 4.833 0.210  0.00
C -0.539 -0.688 -4.560  0.00
C -0.008 0.951 -2.880  0.00
C -2.156 2.060 3.178  0.00
C 2.821 -0.328 -2.090  0.00
C -1.624 2.357 1.808  0.00
C -1.032 3.371 -0.715  0.00
C -0.378 0.100 -1.815  -0.01
H -2.958 2.769 3.383  0.00
H 0.231 1.262 -4.993  0.00
H -2.583 1.062 3.237  0.00
H 0.322 5.818 0.137  0.00
H -0.862 3.849 -1.668  0.00
H 0.422 -3.991 1.911  0.00
H 1.352 4.663 -0.699  0.00
H 0.347 1.953 -2.657  0.00
H -2.739 -3.152 3.057  0.00
H -1.229 -1.857 -1.479  0.00
H 4.425 -3.555 -0.916  0.00
H 4.480 -0.096 -3.427  0.00
H -2.565 2.515 -2.664  0.00
H 2.323 0.584 -2.387  0.00
H -3.064 1.017 -1.860  0.00
H 5.567 -2.204 -2.619  0.00
H -1.409 -4.240 3.240  0.00
H -1.389 2.194 3.937  0.00
H -3.939 2.516 -1.561  0.00
H -3.157 1.229 0.806  0.00
H 3.157 -4.323 1.312  0.00
H 1.474 4.837 1.046  0.00
H 2.874 -4.849 -0.344  0.00
H -1.347 -2.528 -3.807  0.00
H -0.082 3.669 2.510  0.00
H 1.611 -5.048 0.844  0.00

## Properties
Energy above the lowest of the compared OMol25 structures with the same formula, charge and spin: 35.6 kcal per mole
Gap between HOMO and LUMO (alpha / beta): 7.162 / 7.178 eV
Energy: -4514.63318 a.u.
LUMO energy (alpha / beta): -3.88 / -3.87 eV
Expectation value of S²: 2.002
2S+1: 3
Charge: +1


6.
This record from the Open Molecules 2025 dataset describes a structure of composition C38H32Cl2F5HgN8O5S4. The level of theory is ωB97M-V with the def2-TZVPD basis set.

Last column: Mulliken spin population.
Positions of all 95 atoms, in Å:
Hg -0.992 0.659 -0.451  -0.02
Cl -0.985 3.773 0.146  0.00
Cl -5.079 3.062 -3.423  0.00
S 3.129 1.243 2.278  0.00
S 1.692 -2.567 0.919  0.00
S -2.967 1.679 -1.615  0.01
S 2.739 0.278 -0.515  0.01
F -4.396 -3.296 4.672  0.00
F -5.517 -3.432 2.182  0.00
F -4.202 -2.525 0.025  0.00
F -1.896 -2.222 4.942  0.00
F -0.549 -1.314 2.804  0.00
O -1.778 1.194 1.841  0.00
O 2.925 -2.567 1.761  0.00
O -1.656 -1.481 0.269  0.00
O -3.564 1.741 3.549  0.00
O 1.209 2.705 -2.204  0.00
N 2.999 3.119 -3.585  0.01
N 3.113 -0.159 -4.033  -0.16
N 0.054 -0.486 -2.149  0.06
N 0.442 1.634 2.326  0.00
N 2.305 0.613 -6.121  -0.14
N 0.698 0.028 -4.463  -0.09
N 0.763 1.127 1.081  0.00
N 0.812 3.373 -4.333  -0.01
C -2.319 -1.838 1.306  0.00
C -0.252 2.575 4.845  0.00
C -2.210 4.325 -0.944  0.00
C -2.333 5.701 -1.067  0.00
C -1.221 2.128 3.951  0.00
C 4.545 0.470 1.448  0.00
C -0.586 3.050 6.101  0.00
C 1.759 -3.772 -2.951  -0.03
C -2.570 2.158 4.346  0.00
C -3.288 6.255 -1.900  0.00
C 1.626 3.030 -3.297  -0.05
C 2.175 -3.334 -0.640  -0.01
C -3.031 3.417 -1.645  0.00
C 0.699 -3.952 1.509  0.00
C -0.620 3.168 -4.262  0.00
C -3.613 -2.403 1.231  0.00
C -2.907 2.638 5.616  0.00
C 2.006 0.337 -4.763  1.10
C 1.131 -4.624 2.639  0.00
C 3.412 -3.951 -0.720  0.01
C -3.728 -2.827 3.592  0.00
C -0.512 -4.257 0.904  0.00
C -3.988 4.040 -2.475  0.00
C -1.791 -1.797 2.621  0.00
C 3.816 -4.498 -1.929  -0.01
C 4.417 0.745 -0.039  0.00
C 2.989 -4.411 -3.043  0.02
C -1.925 3.079 6.481  0.00
C 1.344 -3.224 -1.745  0.04
C -1.293 -5.270 1.438  0.00
C -0.870 -5.958 2.568  0.00
C -4.291 -2.886 2.332  0.00
C 0.339 -5.634 3.168  0.00
C 2.010 0.911 0.950  0.00
C -2.465 -2.274 3.724  0.00
C 0.384 -0.215 -3.247  0.12
C -4.124 5.409 -2.609  0.00
C -0.846 1.610 2.599  0.00
H 4.037 -3.978 0.164  0.00
H -1.165 4.109 -4.149  0.00
H 2.808 -0.534 -3.140  0.04
H 2.066 -4.326 3.095  0.00
H 0.658 -6.155 4.062  0.00
H 4.581 1.802 -0.258  0.00
H 4.514 -0.603 1.643  0.00
H 3.219 2.694 -4.480  0.04
H 0.416 -2.669 -1.676  0.00
H -4.887 5.795 -3.271  0.00
H 1.126 -3.674 -3.823  -0.02
H 0.186 3.389 6.780  0.00
H -3.116 1.437 2.707  0.00
H 1.426 0.679 -6.620  0.00
H 3.491 2.605 -2.864  -0.01
H -3.383 7.329 -1.992  0.00
H 5.105 0.141 -0.632  0.00
H -0.974 2.647 -5.152  0.00
H -1.498 -6.730 2.996  0.00
H 2.840 -0.153 -6.550  0.03
H 5.457 0.900 1.866  0.00
H 1.239 3.594 -5.214  0.01
H -0.838 2.541 -3.398  0.00
H -1.665 6.327 -0.491  0.00
H -2.251 -5.497 0.989  0.00
H 3.312 -4.827 -3.990  0.00
H -2.204 3.444 7.463  0.00
H 4.781 -4.984 -2.006  0.00
H -0.867 -3.670 0.066  0.00
H -3.953 2.646 5.893  0.00
H 0.779 2.532 4.521  0.00
H 3.593 -0.915 -4.537  0.06

## Properties
Energy above the lowest of the compared OMol25 structures with the same formula, charge and spin: 42.9 kcal per mole
Gap between HOMO and LUMO (alpha / beta): 4.558 / 6.580 eV
Energy: -5447.47491 a.u.
LUMO energy (alpha / beta): 3.89 / 3.86 eV
Expectation value of S²: 0.756
2S+1: 2
Charge: -2